i) ORCA calculation (ωB97M-V/def2-TZVPD) on 2 unconnected molecules or ions with the total composition C2H5NO2S.

Net charge: 0
Frontier orbital gap, eV: 10.115

Last column: Löwdin charge in e.
Geometry (Å):
1 C -1.14 -1.26 -0.15  -0.314
2 C -1.86 0.08 0.05  -0.070
3 N 2.34 1.72 -0.32  -0.327
4 O 3.33 -0.48 0.36  -0.494
5 O 0.07 -1.51 -0.23  -0.071
6 S 2.13 0.31 0.15  0.829
7 H -1.99 -1.95 0.06  0.114
8 H -1.96 -0.14 1.24  0.145
9 H -2.84 0.07 -0.39  0.052
10 H -1.38 1.08 -0.24  0.093
11 H 3.30 2.09 -0.54  0.041



ii) ORCA calculation (ωB97M-V/def2-TZVPD) on 2 unconnected molecules or ions with the total composition C2H5NO2S.

Net charge: 0
SMILES: O=C=O.CSN
Frontier orbital gap, eV: 8.554

Last column: Löwdin charge in e.
Geometry (Å):
1 O -2.26 0.10 -1.08  0.203
2 C -2.63 0.28 -0.02  -0.507
3 O -2.86 0.40 1.08  0.199
4 C 0.41 -0.09 0.83  -0.513
5 S -0.35 -1.32 1.59  0.780
6 N -0.53 -2.63 0.56  -0.346
7 H 0.52 0.61 1.65  0.049
8 H -0.24 0.16 -0.11  0.064
9 H 1.36 -0.41 0.50  0.020
10 H 0.13 -3.27 0.12  0.046
11 H -1.50 -2.85 0.47  0.006



What is the stability order? It is ii), i), from most stable to least stable.



i) ORCA calculation (ωB97M-V/def2-TZVPD) on a single C9H10N2 molecule.

Net charge: 0
Frontier orbital gap, eV: 9.296

Last column: Löwdin charge in e.
Geometry (Å):
1 C -1.02 -0.84 1.57  -0.058
2 C -0.83 -1.78 2.50  -0.131
3 C 0.11 -0.93 0.56  -0.187
4 C 0.39 -2.65 2.34  -0.045
5 C 1.44 1.28 0.15  0.012
6 C 1.18 2.46 -0.75  -0.132
7 C 0.47 0.44 -0.11  -0.177
8 C -0.52 1.20 -1.01  -0.396
9 C -0.77 0.32 -2.24  -0.060
10 N 0.13 2.38 -1.40  0.069
11 N 0.95 -1.98 1.34  -0.034
12 H -1.81 -0.08 1.45  0.114
13 H -1.49 -1.80 3.39  0.086
14 H -0.24 -1.56 -0.35  0.165
15 H 2.30 1.25 0.74  0.089
16 H 1.84 3.34 -0.92  0.121
17 H -1.48 1.25 -0.38  0.171
18 H 0.19 -0.43 -2.23  0.124
19 H -0.80 0.97 -3.06  0.035
20 H -1.71 -0.41 -2.38  0.121
21 H 1.65 -2.45 0.80  0.113



ii) ORCA calculation (ωB97M-V/def2-TZVPD) on a single C9H10N2 molecule.

Net charge: 0
Frontier orbital gap (spin up / spin down), eV: 6.924 / 6.925

Last column: Löwdin charge in e.
Geometry (Å):
1 C 1.31 -0.16 0.83  -0.309
2 C -1.64 -0.17 -1.19  -0.260
3 C -0.88 0.75 1.23  -0.362
4 C 0.99 -0.38 -0.63  -0.122
5 C 2.56 -0.36 1.33  0.057
6 C -2.26 -0.36 -2.36  0.047
7 C -1.51 0.08 0.20  0.055
8 C -1.76 1.28 2.33  -0.048
9 C 1.97 -0.68 -1.74  -0.002
10 N 0.32 0.39 1.62  0.124
11 N -0.35 -0.33 -0.70  0.103
12 H 2.69 -0.34 2.39  0.051
13 H 3.29 -0.70 0.67  0.014
14 H -1.83 -0.94 -3.17  0.050
15 H -3.30 0.00 -2.48  0.061
16 H -2.45 0.63 2.84  0.067
17 H -2.30 1.89 1.61  0.071
18 H -1.23 1.81 3.24  0.121
19 H 1.42 -0.44 -2.69  0.097
20 H 2.05 -1.78 -1.78  0.095
21 H 2.94 -0.22 -1.52  0.088



What is the stability order? It is i), ii), from most stable to least stable.



i) ORCA calculation (ωB97M-V/def2-TZVPD) on a single C2H7N3O3 molecule.

Net charge: 0
SMILES: NN[C@@H](O)OC(N)=O
Frontier orbital gap, eV: 9.551

Last column: Löwdin charge in e.
Geometry (Å):
1 N -1.53 0.62 1.30  0.014
2 N -1.21 -0.58 0.61  -0.085
3 C -0.88 -0.64 -0.80  -0.430
4 O -1.30 0.45 -1.50  0.045
5 O 0.54 -0.83 -0.88  0.013
6 C 1.21 0.15 -0.07  -0.543
7 N 2.44 -0.32 0.25  0.188
8 O 0.93 1.33 -0.05  0.067
9 H -0.74 1.27 1.26  0.053
10 H -2.31 1.06 0.81  0.078
11 H -0.87 -1.33 1.20  0.123
12 H -1.32 -1.55 -1.24  0.156
13 H -0.82 1.23 -1.18  0.096
14 H 2.71 -1.23 -0.07  0.110
15 H 3.17 0.36 0.37  0.116



ii) ORCA calculation (ωB97M-V/def2-TZVPD) on 2 unconnected molecules or ions with the total composition C2H7N3O3.

Net charge: 0
Frontier orbital gap, eV: 9.362

Last column: Löwdin charge in e.
Geometry (Å):
1 C -0.92 0.61 -0.34  -0.557
2 O -2.11 0.04 -0.60  0.097
3 O 0.42 -0.54 -1.45  -0.306
4 O -0.69 1.79 -0.50  0.054
5 H -2.63 0.71 -1.07  0.135
6 H 0.41 -0.77 -2.38  -0.028
7 N -0.53 -1.57 0.89  0.071
8 N 1.68 1.18 0.69  0.193
9 C 1.08 0.02 0.87  -0.128
10 N -0.24 -0.18 0.79  -0.084
11 H -1.49 -1.64 1.22  0.089
12 H -0.46 -1.89 -0.09  0.083
13 H 2.68 1.18 0.57  0.127
14 H 1.13 1.90 0.23  0.106
15 H 1.68 -0.83 1.17  0.149



What is the stability order? It is i), ii), from most stable to least stable.



i) ORCA calculation (ωB97M-V/def2-TZVPD) on 2 unconnected molecules or ions with the total composition C3H9NO3.

Net charge: 0
SMILES: O=CNCCO.O
Frontier orbital gap, eV: 9.854

Last column: Löwdin charge in e.
Geometry (Å):
1 O -1.35 -2.37 -1.07  0.001
2 C -1.01 -1.28 -0.63  -0.324
3 N 0.29 -1.19 -0.20  0.031
4 C 0.89 -0.43 0.91  -0.165
5 C 1.06 1.07 0.64  -0.271
6 O 1.57 1.73 1.78  -0.054
7 H -1.72 -0.49 -0.83  0.100
8 H 0.81 -2.02 -0.36  0.123
9 H 0.26 -0.53 1.79  0.123
10 H 1.91 -0.77 1.03  0.117
11 H 1.61 1.21 -0.29  0.124
12 H 0.07 1.50 0.52  0.088
13 H 2.51 1.59 1.91  0.079
14 O -1.36 1.54 -1.36  -0.064
15 H -1.84 1.50 -0.53  0.037
16 H -1.59 2.40 -1.74  0.056



ii) ORCA calculation (ωB97M-V/def2-TZVPD) on 2 unconnected molecules or ions with the total composition C3H9NO3.

Net charge: 0
SMILES: NC(=O)CCO.O
Frontier orbital gap, eV: 10.085

Last column: Löwdin charge in e.
Geometry (Å):
1 N 0.78 -1.42 0.70  0.156
2 C 0.88 -0.10 1.12  -0.479
3 O 1.32 0.29 2.23  0.019
4 C 0.05 0.96 0.43  -0.176
5 C 0.41 1.18 -0.98  -0.234
6 O -0.41 2.30 -1.56  -0.105
7 H 1.02 -2.08 1.37  0.070
8 H -0.13 -1.62 0.19  0.112
9 H -0.95 0.55 0.51  0.118
10 H -0.06 1.84 1.12  0.148
11 H 1.54 1.55 -1.04  0.161
12 H 0.43 0.23 -1.49  0.096
13 H -1.11 2.32 -0.83  0.094
14 O -2.19 -2.50 -1.27  -0.036
15 H -1.99 -3.45 -1.22  0.051
16 H -2.01 -2.24 -2.13  0.005



iii) ORCA calculation (ωB97M-V/def2-TZVPD) on 2 unconnected molecules or ions with the total composition C3H9NO3.

Net charge: 0
SMILES: NC(=O)CCO.O
Frontier orbital gap, eV: 10.670

Last column: Löwdin charge in e.
Geometry (Å):
1 N 0.39 0.03 -1.23  0.157
2 C -0.62 0.86 -0.82  -0.568
3 O -0.47 2.04 -0.59  0.072
4 C -1.99 0.21 -0.62  -0.099
5 C -2.35 0.14 0.85  -0.238
6 O -1.27 -0.26 1.70  -0.073
7 H 1.34 0.33 -1.03  0.111
8 H 0.26 -0.92 -0.90  0.097
9 H -2.63 0.95 -1.10  0.121
10 H -2.04 -0.77 -1.10  0.116
11 H -2.74 1.10 1.20  0.116
12 H -3.11 -0.62 1.04  0.117
13 H -0.47 0.20 1.40  0.071
14 O 4.91 -0.93 0.26  -0.070
15 H 5.06 -1.25 1.16  0.032
16 H 5.74 -1.11 -0.22  0.038



What is the stability order? It is iii), ii), i), from most stable to least stable.



i) ORCA calculation (ωB97M-V/def2-TZVPD) on 2 unconnected molecules or ions with the total composition C3H9NO3.

Net charge: 0
SMILES: CNCC(=O)O.O
Frontier orbital gap, eV: 10.337

Last column: Löwdin charge in e.
Geometry (Å):
1 C 1.78 0.17 -0.74  -0.104
2 N 0.61 0.20 0.16  -0.125
3 C 0.13 -1.14 0.47  -0.154
4 C -1.26 -1.03 1.06  -0.524
5 O -1.51 -0.65 2.16  0.113
6 O -2.21 -1.35 0.15  0.110
7 H 2.17 1.18 -0.84  0.079
8 H 1.41 -0.19 -1.70  0.085
9 H 2.53 -0.53 -0.40  0.072
10 H 0.84 0.68 1.02  0.114
11 H 0.79 -1.71 1.12  0.129
12 H 0.08 -1.67 -0.47  0.118
13 H -3.07 -1.19 0.57  0.134
14 O -0.92 2.53 -1.22  -0.081
15 H -0.40 3.02 -0.57  0.029
16 H -0.97 1.67 -0.75  0.006



ii) ORCA calculation (ωB97M-V/def2-TZVPD) on 2 unconnected molecules or ions with the total composition C3H9NO3.

Net charge: 0
SMILES: NC(=O)CCO.O
Frontier orbital gap, eV: 10.481

Last column: Löwdin charge in e.
Geometry (Å):
1 N 1.01 -0.82 2.06  0.154
2 C 1.24 0.27 1.28  -0.544
3 O 1.67 1.34 1.67  0.059
4 C 0.91 0.14 -0.18  -0.106
5 C 0.22 1.39 -0.72  -0.242
6 O 0.19 1.45 -2.14  -0.057
7 H 1.62 -1.24 2.73  0.099
8 H 0.23 -1.41 1.84  0.095
9 H 0.33 -0.76 -0.39  0.110
10 H 1.88 -0.04 -0.67  0.137
11 H 0.80 2.18 -0.24  0.110
12 H -0.83 1.48 -0.44  0.125
13 H 0.49 2.27 -2.48  0.061
14 O -3.39 -1.72 -0.84  -0.060
15 H -2.94 -2.30 -1.45  0.023
16 H -3.45 -2.22 -0.01  0.037



What is the stability order? It is i), ii), from most stable to least stable.